The following is a quantum chemistry calculation of C74H168As5F30N3OP3 as an isolated structure at a distorted geometry, from the Open Molecules 2025 dataset.

Geometry as XYZ:
```
284
Properties=species:S:1:pos:R:3:forces:R:3:mulliken_charge:R:1
C 8.81663 -2.28582 1.33051 0.6 1.0 -1.2 -1.3911
C 8.81661 -1.24344 2.48193 -0.6 -1.3 -0.6 -0.6747
C 9.66894 -1.71009 3.69252 -1.2 0.8 -0.4 -0.2659
C 9.46262 -0.63103 4.77631 0.8 0.0 0.0 -1.4645
P 10.24341 -0.95355 6.36316 1.3 0.3 0.5 0.8163
C 9.24578 -2.08785 7.37487 -0.2 0.1 -0.9 -0.9656
C 9.00743 -3.50093 6.77875 0.6 -0.2 -0.1 -1.0609
C 8.75088 -4.61521 7.84324 1.1 -0.5 -1.6 -0.5961
C 7.54570 -4.29451 8.64340 -0.7 0.8 1.0 -1.0894
C 10.35307 0.61002 7.28144 -2.2 0.3 0.2 -1.2806
C 8.88361 1.19126 7.67504 1.2 1.0 -0.3 -0.6544
C 9.05731 2.73651 7.96286 1.4 -2.2 -2.0 -0.5296
C 7.86317 3.40781 8.49572 -0.5 0.3 1.7 -1.3529
C 11.98130 -1.53433 6.04839 0.5 0.0 1.0 -1.1095
C 13.05486 -1.60490 7.21137 -0.6 0.2 -0.4 -0.8071
C 14.48111 -1.99109 6.69347 -0.8 0.3 0.1 -0.5228
C 15.48550 -2.04509 7.86187 -0.8 -0.4 0.2 -1.2816
H 8.56198 -1.83848 0.36970 -1.1 0.5 0.2 0.4175
H 8.21676 -3.19224 1.41198 0.1 0.2 0.5 0.3253
H 9.80034 -2.53959 0.93550 0.6 -0.5 1.1 0.3415
H 7.78143 -1.02357 2.74300 -0.3 -0.7 0.6 0.3953
H 9.03682 -0.23255 2.13885 1.1 -0.1 -0.2 0.4686
H 10.70431 -1.76033 3.35547 0.1 0.2 0.3 0.3005
H 9.41900 -2.71640 4.02864 -0.3 0.0 -0.1 0.2465
H 8.45167 -0.35147 5.07281 -0.4 -0.5 -0.5 0.6655
H 9.86021 0.26719 4.30386 0.3 0.4 0.5 0.6247
H 8.28512 -1.58240 7.47370 0.0 0.2 0.3 0.8207
H 9.77244 -2.00718 8.32577 -0.2 -0.6 0.3 0.6143
H 9.86270 -3.70160 6.13350 0.4 -0.6 0.3 0.5281
H 8.23010 -3.47881 6.01496 -0.6 0.3 0.4 0.4243
H 9.71255 -4.77623 8.33044 -0.2 0.3 0.8 0.3275
H 8.60442 -5.58704 7.37186 0.0 0.1 -0.5 0.3833
H 7.64939 -3.24249 8.90909 -0.6 0.1 0.2 0.2774
H 7.33713 -4.81674 9.57713 0.6 -0.3 0.0 0.3663
H 6.62823 -4.45148 8.07619 0.1 0.3 -0.3 0.3131
H 10.81721 1.31182 6.58851 0.1 0.1 0.0 0.5000
H 10.96776 0.55252 8.17974 0.1 -0.3 -0.1 0.6233
H 8.46395 0.76905 8.58812 0.2 -0.5 -0.1 0.4705
H 8.17467 1.06644 6.85655 0.0 -0.2 0.0 0.3585
H 9.42650 3.14259 7.02111 0.0 0.4 -0.1 0.4001
H 9.93140 2.69279 8.61258 -0.2 0.8 0.5 0.3268
H 7.62672 2.81299 9.37797 -0.6 0.2 0.3 0.3422
H 6.95323 3.49701 7.90229 0.4 -0.3 -0.4 0.3588
H 8.10744 4.39598 8.88555 0.0 0.1 -0.2 0.3612
H 12.38480 -0.87341 5.28128 -0.2 -0.1 -0.3 0.5603
H 11.92794 -2.56001 5.68339 -0.1 0.1 -0.5 0.5208
H 12.61357 -2.24679 7.97383 0.5 -0.5 0.1 0.4630
H 13.19654 -0.65911 7.73436 -0.3 0.3 -0.2 0.3107
H 14.74119 -1.21228 5.97660 0.3 0.4 0.2 0.3387
H 14.47365 -2.84774 6.01954 -0.1 -0.6 0.6 0.4211
H 15.09872 -2.62867 8.69728 -0.3 -0.4 -0.1 0.3326
H 15.56136 -1.06355 8.32977 0.6 0.2 -0.4 0.3402
H 16.44050 -2.52168 7.64065 0.1 0.5 -0.3 0.3631
C -3.77165 -0.04362 2.60336 -0.6 -0.6 1.1 -1.4285
C -3.08211 0.35192 1.34323 1.2 -0.6 -1.3 -0.3947
C -2.57002 -0.90753 0.52977 -1.5 1.4 0.1 -0.8754
C -1.96018 -0.61134 -0.86467 0.9 -0.4 0.0 -1.1143
P -0.15494 -0.63306 -1.00705 0.4 0.1 0.6 0.8440
C 0.57370 0.99196 -0.55475 0.4 0.1 -1.0 -1.2382
C 2.02344 1.42698 -1.05220 -0.6 0.1 -0.4 -0.8655
C 2.12951 2.44090 -2.25611 0.8 -0.5 0.8 -0.5494
C 3.55176 2.42101 -2.93018 -2.0 -0.5 -0.1 -1.1746
C 0.48393 -1.85151 0.18638 0.6 -1.0 -1.1 -1.5167
C 0.09277 -3.39066 0.08239 -0.9 1.1 1.0 -0.5827
C 0.88013 -4.17385 1.13748 -0.3 -1.1 -0.9 -0.6385
C 0.87031 -5.75297 0.93124 0.7 1.5 0.8 -1.2728
C 0.19194 -1.09466 -2.73345 0.9 -1.6 0.7 -1.2958
C 1.67110 -1.41091 -3.18165 -1.1 1.6 -0.2 0.0692
C 1.65605 -1.95000 -4.60854 0.7 -0.3 0.1 -0.4970
C 3.07525 -2.22662 -5.18898 -0.9 0.5 0.2 -1.3109
H -4.44966 -0.89646 2.57035 -0.4 0.1 -0.9 0.3630
H -4.35211 0.78659 3.00574 0.2 0.0 0.2 0.3680
H -3.09861 -0.44129 3.36295 0.5 0.6 0.1 0.3486
H -2.26334 1.03046 1.58260 0.5 -0.2 0.2 0.2601
H -3.67248 1.00541 0.70096 -0.5 -0.4 -0.2 0.3908
H -3.46241 -1.49511 0.31420 -0.2 0.1 -0.1 0.5489
H -2.03413 -1.59451 1.18473 0.7 0.3 -0.2 0.3104
H -2.18968 0.30956 -1.40074 -0.8 0.3 0.5 0.7567
H -2.26846 -1.38987 -1.56247 0.0 -0.2 0.0 0.5666
H 0.51490 1.04655 0.53229 -0.1 0.0 0.0 0.6554
H -0.12615 1.72202 -0.96136 -0.2 0.1 0.1 0.5989
H 2.63558 0.59031 -1.38890 -0.1 -0.3 0.5 0.4208
H 2.46106 1.84143 -0.14400 0.4 0.1 -0.3 0.4133
H 1.97007 3.47075 -1.93658 -0.4 -0.1 0.2 0.5116
H 1.39331 2.21668 -3.02802 -0.1 0.0 0.0 0.3294
H 4.37365 2.29857 -2.22478 0.0 0.6 -0.1 0.3028
H 3.50848 3.30884 -3.56104 1.0 0.1 0.2 0.3918
H 3.57719 1.58435 -3.62836 0.2 -0.2 0.0 0.2415
H 0.35291 -1.46117 1.19562 -0.5 0.0 0.0 0.7283
H 1.56162 -1.75230 0.05663 0.4 -0.2 -0.1 0.7312
H 0.07756 -3.86111 -0.90074 0.8 0.4 -0.3 0.4604
H -0.95810 -3.48064 0.35745 -0.2 0.2 0.1 0.2793
H 0.49081 -3.94769 2.13015 -0.1 0.0 0.0 0.3451
H 1.89554 -3.77760 1.13764 0.3 -0.4 0.0 0.4243
H -0.07768 -6.24934 1.13873 -0.1 0.3 -0.1 0.3464
H 1.58769 -6.06032 1.69217 0.0 -0.6 -0.1 0.3789
H 1.24478 -6.07840 -0.03930 -0.1 0.2 0.0 0.3401
H -0.33378 -0.43246 -3.42136 0.1 0.0 0.0 0.6497
H -0.27340 -2.08031 -2.73927 -0.6 -0.1 -0.3 0.6195
H 2.18951 -2.11757 -2.53359 -0.1 0.2 0.3 0.3214
H 2.12440 -0.42033 -3.14484 0.8 -0.3 -0.1 -0.3492
H 1.09811 -1.27239 -5.25479 0.0 0.0 -0.1 0.3696
H 1.10776 -2.89068 -4.55755 -0.1 -0.1 -0.3 0.3871
H 2.98768 -2.67719 -6.17763 0.1 -0.3 0.1 0.3964
H 3.63993 -2.86089 -4.50566 0.0 -0.1 -0.2 0.3412
H 3.62838 -1.29961 -5.33992 0.0 0.1 0.2 0.2960
C -5.24280 -0.27537 -9.15919 -0.5 -0.8 0.3 -1.0453
C -5.40279 -1.83115 -8.94688 0.4 1.3 0.0 -0.9081
C -6.85193 -2.38470 -9.04288 0.7 0.4 0.5 -0.5332
C -7.71734 -1.77226 -7.89529 -0.4 -0.8 -0.2 -1.5261
P -9.55078 -1.71300 -8.06380 1.8 1.1 0.6 0.6527
C -10.02884 -0.97222 -6.44007 -0.5 -0.6 -0.1 -0.9667
C -9.55854 -1.79971 -5.16555 -0.5 0.7 -0.2 -0.6275
C -9.95941 -1.15548 -3.78361 -0.2 -0.3 -1.6 -0.7198
C -11.42908 -1.17108 -3.35135 0.5 -0.1 -0.8 -1.1974
C -9.89021 -0.61854 -9.50244 0.9 -0.6 0.6 -0.9828
C -9.02957 0.69380 -9.39365 -1.0 -1.7 -0.6 -0.1277
C -9.53744 1.62379 -10.47719 -0.1 1.5 -0.6 -0.8007
C -9.34356 1.27729 -12.00294 -0.6 -0.2 1.0 -1.1313
C -10.28413 -3.34145 -8.18649 0.4 0.1 -0.7 -0.4490
C -9.81978 -4.09094 -9.43409 -0.8 -1.0 -0.5 -0.4747
C -10.59873 -5.43795 -9.77402 2.2 1.0 0.2 -0.5278
C -10.44231 -6.54451 -8.77762 -1.0 -0.5 1.0 -1.3366
H -4.23665 0.11861 -9.01586 0.1 -0.4 0.3 0.4096
H -5.88955 0.25592 -8.46094 0.1 0.2 -0.1 0.2898
H -5.50448 0.03310 -10.17135 -0.3 -0.2 -0.1 0.2306
H -5.04952 -2.12030 -7.95709 0.0 0.3 0.3 0.3465
H -4.64620 -2.28692 -9.58559 -0.6 -0.5 -0.5 0.4456
H -6.74907 -3.46018 -8.89843 -0.3 0.0 0.0 0.3534
H -7.30102 -2.24243 -10.02583 0.0 0.2 -0.1 0.4246
H -7.39622 -0.78207 -7.57197 -0.1 0.3 -0.5 0.6924
H -7.59687 -2.30843 -6.95396 0.2 -0.5 -0.1 0.8187
H -11.10256 -0.83553 -6.56869 -0.4 -0.3 0.5 0.5756
H -9.67739 0.05866 -6.39687 0.4 0.0 0.0 0.5333
H -8.47004 -1.79795 -5.22263 0.0 0.0 0.3 0.2666
H -9.85231 -2.84900 -5.19366 -0.3 0.0 -0.2 0.4039
H -9.64852 -0.12014 -3.92324 0.4 0.1 0.8 0.3771
H -9.42458 -1.71898 -3.01906 0.5 0.5 0.0 0.3944
H -12.08618 -0.68203 -4.07048 0.0 0.2 0.0 0.3130
H -11.44309 -0.63081 -2.40476 -0.5 -0.3 0.0 0.3580
H -11.77190 -2.20340 -3.28156 -0.1 0.1 0.5 0.3072
H -10.96649 -0.47832 -9.60283 0.0 0.4 0.1 0.6648
H -9.57991 -1.16155 -10.39517 0.0 -0.2 0.0 0.5832
H -7.97161 0.48865 -9.55715 0.0 -0.3 0.0 -0.1367
H -9.11932 0.99465 -8.34984 -0.1 1.0 -0.3 0.3783
H -9.08730 2.60133 -10.30434 0.2 0.1 -0.1 0.4288
H -10.59528 1.82950 -10.31354 -0.2 -0.2 0.0 0.3508
H -9.65737 2.10357 -12.64082 0.5 0.4 0.3 0.3984
H -10.06080 0.53123 -12.34510 0.2 -0.6 0.3 0.3017
H -8.32397 0.97536 -12.24252 -0.1 0.0 0.0 0.2677
H -11.34917 -3.15311 -8.32180 -0.3 -0.2 0.7 0.3744
H -9.98965 -3.85803 -7.27296 -0.5 -0.1 0.1 0.5056
H -8.75666 -4.32840 -9.39543 0.0 0.0 0.1 0.1045
H -9.96891 -3.44932 -10.30254 0.1 0.1 -0.1 0.2013
H -9.98346 -5.80814 -10.59408 -0.8 0.2 -0.9 0.3379
H -11.65094 -5.27469 -10.00705 0.2 0.1 -0.3 0.3552
H -9.43371 -6.85464 -8.50436 0.1 0.4 -0.1 0.3367
H -10.93042 -7.42631 -9.19269 0.0 -0.1 0.0 0.3904
H -11.00517 -6.31466 -7.87293 0.2 -0.1 0.3 0.3208
C -15.49573 4.06113 7.83155 1.5 -0.5 -0.9 -1.3709
C -15.72288 5.46716 7.22898 -0.3 -0.5 0.4 -0.3921
N -14.70203 5.98591 6.17508 1.2 -1.2 -0.9 0.3963
C -14.88392 5.22696 4.77930 -0.6 0.5 0.6 -0.9252
C -14.92055 7.48793 5.81069 -0.2 -0.2 0.8 -0.5219
C -15.10550 8.46724 6.99572 -0.1 -0.9 -0.8 -1.2384
C -13.25085 5.70634 6.78724 0.2 0.8 -0.7 -0.7840
C -12.00324 6.27660 5.96898 -1.3 0.6 1.5 -0.9787
O -12.01531 5.71110 4.73846 -0.6 -1.4 -2.6 -0.2715
C -10.92787 6.10105 3.89214 0.8 0.8 1.5 -0.7981
H -16.29557 3.66981 8.46022 -0.1 0.6 0.0 0.3695
H -14.54961 3.98977 8.36808 -0.3 0.4 0.6 0.3828
H -15.29060 3.27166 7.10853 -0.5 0.1 -0.6 0.3601
H -15.73792 6.13032 8.09390 0.4 0.4 -0.4 0.3105
H -16.73353 5.50159 6.82217 0.2 0.2 -0.5 0.4371
H -14.32128 5.72778 3.99145 0.0 0.3 0.5 0.3771
H -15.95216 5.26884 4.56662 0.0 0.2 0.1 0.4133
H -14.61453 4.17452 4.69031 0.4 0.1 1.1 0.3432
H -15.80220 7.53810 5.17174 -0.2 -0.3 0.2 0.4542
H -14.12343 7.83830 5.15500 0.4 -0.5 0.3 0.4248
H -15.17273 9.43607 6.50081 0.1 0.2 0.3 0.4156
H -14.29192 8.45311 7.72097 0.0 0.1 -0.1 0.2992
H -16.05319 8.26735 7.49577 0.1 0.2 0.1 0.3397
H -13.12771 4.63325 6.93362 -0.2 0.0 -0.7 0.5152
H -13.32357 6.05973 7.81579 0.3 0.6 -0.2 0.5382
H -11.07635 6.10036 6.51477 0.0 -0.6 0.4 0.5475
H -11.99471 7.36160 5.86511 -0.5 0.5 0.2 0.4212
H -10.93768 7.18200 3.75233 -0.2 0.3 -0.1 0.3355
H -10.81730 5.65757 2.90260 -0.8 -0.6 0.4 0.2683
H -10.05692 5.89956 4.51582 0.6 -0.1 -0.5 0.3317
C 7.96008 -9.51195 -7.36324 0.2 2.0 -0.5 -1.2770
C 8.73047 -10.70749 -7.79218 -0.2 -0.7 1.5 -0.5411
C 10.18310 -10.60436 -8.20889 1.0 0.0 -0.2 -0.4123
C 11.17804 -10.05886 -7.15101 -0.1 0.5 0.3 -0.8190
N 12.64551 -9.72666 -7.57295 -0.8 0.7 -0.1 0.3372
C 13.55339 -9.60496 -6.32646 -1.9 -0.4 0.5 -0.3485
C 13.68892 -8.15273 -5.96555 2.0 0.8 -0.6 -0.7430
C 12.87541 -7.33405 -6.98650 0.0 -0.6 1.1 -0.6303
C 12.67326 -8.30249 -8.16790 0.1 0.4 0.1 -0.5251
C 13.18969 -10.81248 -8.48123 0.1 0.7 0.6 -1.1769
H 7.81928 -8.83934 -8.20933 -0.1 0.2 -0.1 0.3247
H 8.49586 -8.92338 -6.61851 -0.2 0.0 0.3 0.3162
H 6.95277 -9.74440 -7.01776 0.2 -0.2 0.2 0.3666
H 8.13457 -11.10523 -8.61364 0.4 -0.9 0.2 0.3200
H 8.74291 -11.30119 -6.87814 -0.4 -1.0 -0.4 0.2860
H 10.13992 -10.05088 -9.14691 0.8 0.2 -0.1 0.3559
H 10.54445 -11.62152 -8.36023 -0.3 -0.1 -0.7 0.3900
H 11.34971 -10.75306 -6.32839 -0.5 -0.3 -0.2 0.3833
H 10.75638 -9.16045 -6.70025 0.4 0.2 0.0 0.3663
H 14.45033 -10.18766 -6.53630 -0.1 0.2 0.4 0.4155
H 12.96205 -9.90233 -5.46042 0.3 -1.5 -0.4 0.1606
H 14.75223 -7.93126 -6.05731 0.1 0.4 -0.3 0.3277
H 13.53214 -7.96799 -4.90283 -0.7 0.0 -0.2 0.4246
H 13.38966 -6.38641 -7.14653 0.0 -0.2 -0.8 0.4131
H 11.92153 -7.04586 -6.54474 -0.2 -0.2 -0.1 0.2715
H 13.48447 -8.24614 -8.89375 0.0 -0.1 0.1 0.4665
H 11.72088 -8.06595 -8.64237 0.1 -0.5 -0.3 0.2652
H 13.15620 -11.75407 -7.93317 -0.3 0.0 -0.1 0.4387
H 14.24638 -10.58490 -8.62166 -0.1 0.1 -0.4 0.4863
H 12.63377 -10.85301 -9.41794 0.1 0.0 0.2 0.3573
C -1.40483 8.13356 4.38119 -0.4 -0.4 0.3 -1.2188
C -0.74779 7.81386 3.03811 0.6 0.9 1.0 -0.5865
C 0.42173 8.75764 2.71839 -0.2 1.0 0.4 -0.4128
C 1.53458 8.78084 3.75633 1.3 -0.4 -1.9 -0.6693
N 2.75152 9.72761 3.24282 1.8 0.5 2.5 0.2246
C 3.90192 9.60540 4.32521 0.8 -1.5 -0.9 -0.5964
C 3.61160 10.46673 5.48710 -1.3 0.9 0.9 -0.6680
C 2.77041 11.64901 4.89553 0.9 -1.0 -0.4 -0.4665
C 2.50749 11.22061 3.44423 -1.6 0.4 -0.9 -0.7590
C 3.29112 9.46671 1.85491 -1.0 -0.4 -0.4 -1.1504
H -2.14031 7.33041 4.42726 -0.2 0.2 0.9 0.3460
H -1.92187 9.08311 4.51953 -0.2 0.2 -0.9 0.3365
H -0.76689 8.15223 5.26481 0.3 -0.8 -0.1 0.3516
H -1.55608 7.86800 2.30882 0.5 0.0 -0.4 0.3485
H -0.37421 6.79213 3.10617 -0.1 -0.1 -0.2 0.3595
H 0.07465 9.79001 2.76129 -0.5 0.1 -0.7 0.2732
H 0.86158 8.54114 1.74486 -0.2 0.0 0.0 0.3443
H 1.97371 7.78371 3.72441 0.4 0.1 0.6 0.3077
H 1.24560 9.07228 4.76611 0.2 0.2 -0.2 0.3936
H 4.85246 9.90897 3.88656 -0.3 0.1 -0.6 0.4408
H 4.06472 8.58604 4.67521 -0.4 -0.3 -0.6 0.3760
H 4.52817 10.79191 5.97928 0.0 0.1 -0.3 0.4068
H 3.08976 9.91836 6.27138 -0.3 0.1 -0.1 0.3024
H 3.47714 12.47342 4.80065 -0.7 0.5 0.5 0.2971
H 1.84631 11.86334 5.43238 0.4 0.2 0.1 0.3296
H 3.08498 11.85382 2.77069 0.7 -0.8 -0.1 0.4103
H 1.51192 11.42543 3.05053 -0.3 -0.1 0.5 0.4200
H 2.51699 9.75254 1.14278 -0.1 0.0 0.1 0.4730
H 3.51017 8.41580 1.66597 -0.1 0.0 0.5 0.3833
H 4.17268 10.04035 1.56874 0.0 0.2 0.8 0.4035
As -5.15398 -7.95291 -3.39116 0.7 -1.5 0.6 1.9873
F -4.25179 -8.47122 -1.91150 -0.9 1.1 -1.3 -0.5001
F -6.05934 -9.49498 -3.22339 0.5 1.5 -0.3 -0.4917
F -5.94802 -7.52330 -4.86587 -0.4 -0.1 0.0 -0.4729
F -4.17908 -6.48307 -3.59915 -0.5 -0.6 0.7 -0.5048
F -3.92017 -8.82844 -4.39175 -1.0 0.7 0.9 -0.5100
F -6.45446 -7.06571 -2.47816 1.7 -0.9 -0.7 -0.5089
As -9.89115 -0.83267 10.33581 -0.6 -0.2 -1.1 1.9820
F -8.53044 -1.38187 11.33865 -1.5 0.4 -0.5 -0.4686
F -9.19643 -1.76620 8.93015 -0.7 1.1 1.4 -0.5005
F -11.25553 -0.28201 9.22376 1.5 -0.3 1.3 -0.5306
F -10.66516 0.14626 11.70050 1.1 -1.4 -1.7 -0.5145
F -8.90366 0.58104 9.84770 -1.1 -1.0 0.5 -0.4841
F -10.88917 -2.29338 10.69954 1.1 1.6 0.1 -0.4840
As -4.80629 4.88629 -4.40482 -0.5 0.4 0.3 2.0090
F -5.48502 3.24201 -4.55648 0.7 0.9 0.5 -0.5055
F -4.91896 4.82148 -2.61527 -0.2 0.1 -1.5 -0.4957
F -4.16592 6.55369 -4.34725 -0.6 -1.4 0.0 -0.4899
F -4.68758 4.87089 -6.16524 0.3 0.2 0.9 -0.4781
F -6.52316 5.52603 -4.55526 2.1 -0.6 0.4 -0.5214
F -3.11268 4.27148 -4.18814 -1.6 0.3 -0.5 -0.5207
As 10.52922 6.16541 1.46112 -0.4 -0.4 -0.7 1.9767
F 11.31345 4.99399 2.61642 -0.1 1.5 -1.2 -0.5132
F 8.99029 5.65362 2.13023 0.3 0.0 0.0 -0.4811
F 9.54523 7.15192 0.31935 1.0 -0.6 0.9 -0.5045
F 11.99031 6.88271 0.66088 -1.4 -1.4 1.2 -0.4845
F 10.45043 4.74651 0.31220 0.4 1.7 0.9 -0.5120
F 10.58679 7.44615 2.69836 0.2 -0.9 -1.0 -0.4826
As 1.27703 1.64628 7.54415 0.8 -0.8 0.5 1.9946
F 2.26129 2.82702 6.64479 -0.8 -0.3 0.5 -0.5051
F 2.48911 1.66069 8.84991 -0.9 0.2 -0.7 -0.5002
F 0.46718 0.26934 8.32466 0.0 1.5 -0.2 -0.4747
F 0.11726 1.58413 6.20615 0.6 0.3 0.9 -0.4997
F 2.25943 0.37164 6.76959 -0.3 0.7 -0.1 -0.5116
F 0.37112 2.96420 8.41077 0.8 -1.7 -1.2 -0.5057
```
Forces are in eV/Å.

Output
HOMO level, eV: -10.49
Gap between HOMO and LUMO, eV: 8.01
Energy, eV: -499564.008
Maximum force, Eh/bohr: 0.0649
2S+1: 1
Charge: +1